ORCA calculation (ωB97M-V with the def2-TZVPD basis set) on 4 unconnected molecules or ions with the total composition C23H45N6O7PS at a distorted geometry.

Properties
- Charge: 0
- Total energy: -2497.47863 a.u.
- Highest occupied orbital energy: -9.04 eV
- Molar mass: 580.69 g mol⁻¹
- SMILES: CCOCCOc1cc(OC#N)c([PH2]=O)c2nsnc12.COC[C@@H](C)N.COC[C@@H](C)N.COC[C@@H](C)N
- Gap between HOMO and LUMO: 0.248 Eh

Structure (XYZ):
```
83
Properties=species:S:1:pos:R:3:forces:R:3:mulliken_charge:R:1
C 3.025 -0.157 2.604 0.032 -0.175 -1.236 -0.660
C 3.535 0.930 1.440 -0.663 -1.313 -0.004 -0.361
O 3.010 2.291 1.758 0.174 -0.531 -2.002 -0.371
C 2.844 3.094 0.533 0.734 0.304 -1.294 -0.448
C 1.505 2.669 -0.348 1.448 -1.896 0.135 -0.185
O 0.352 3.589 -0.137 -1.927 -4.034 0.991 -0.411
C -0.763 2.645 0.201 -1.097 0.127 1.704 0.150
C -1.303 2.605 1.756 -0.549 -2.016 -4.527 -0.461
C -2.499 1.531 2.104 1.319 -0.125 -4.816 0.460
O -2.999 1.494 3.487 4.796 -0.480 0.118 -0.297
C -1.825 1.387 4.397 2.660 -2.788 6.219 0.376
N -1.052 1.079 5.405 -6.790 2.981 -9.162 -0.416
C -3.099 0.536 0.903 1.376 2.497 1.138 -0.025
P -4.463 -0.782 1.262 3.226 -3.788 -0.580 0.431
O -3.845 -2.234 1.083 -2.060 4.355 0.379 -0.628
C -2.548 0.633 -0.637 2.152 1.078 -2.615 0.393
N -2.883 -0.132 -1.899 1.727 2.848 2.627 -0.425
S -1.929 0.410 -3.295 0.138 1.967 6.524 0.297
N -0.971 1.665 -2.497 -2.606 -1.588 4.405 -0.578
C -1.364 1.697 -1.030 -0.998 -1.072 -0.661 0.507
H 3.086 -1.218 2.059 0.105 2.222 1.406 0.283
H 1.870 -0.020 2.862 2.665 0.034 -0.455 0.240
H 3.718 -0.140 3.548 -1.526 -0.010 -1.837 0.011
H 3.084 0.500 0.422 0.820 1.229 2.030 0.343
H 4.710 0.918 1.302 -2.347 0.200 0.553 0.292
H 3.825 2.910 -0.122 -2.189 0.358 1.082 0.258
H 2.833 4.268 0.729 -0.181 -2.699 0.102 0.272
H 1.750 2.502 -1.503 -0.640 0.868 2.439 0.271
H 1.206 1.584 0.050 0.698 2.360 -0.809 0.228
H -0.791 3.335 2.519 -1.217 -1.736 -1.608 0.299
H -5.587 -0.544 0.347 0.914 0.221 0.988 0.034
H -4.866 -0.607 2.654 0.046 0.466 -1.236 0.107
C -7.534 1.174 -4.773 -0.218 -0.138 -0.209 -1.525
C -6.535 0.681 -3.730 0.077 0.423 -0.061 0.279
C -6.651 1.407 -2.370 0.346 -0.043 -0.020 -0.049
O -6.087 2.722 -2.355 -0.487 -0.420 0.108 -0.358
C -6.932 3.730 -2.887 0.364 0.101 -0.039 -0.715
N -5.176 0.786 -4.282 0.082 0.111 0.349 -0.687
H -7.252 2.137 -5.207 0.031 -0.104 0.132 0.286
H -7.602 0.460 -5.602 0.084 0.127 0.168 0.376
H -8.535 1.275 -4.341 0.075 0.017 -0.032 0.354
H -6.751 -0.380 -3.554 0.096 0.100 0.106 0.413
H -6.078 0.833 -1.632 0.083 0.139 -0.107 -0.304
H -7.687 1.425 -2.009 -0.078 0.114 -0.128 0.516
H -7.988 3.540 -2.674 0.025 -0.071 -0.062 0.322
H -6.770 3.823 -3.963 -0.244 0.045 -0.018 0.250
H -6.653 4.682 -2.430 0.029 -0.122 0.061 0.240
H -4.522 0.364 -3.622 -0.307 -0.007 -0.140 0.216
H -4.920 1.779 -4.272 -0.108 -0.285 -0.094 0.372
C -0.645 -6.241 -2.708 0.073 -0.309 0.121 -1.377
C 0.141 -5.015 -3.166 -0.449 0.097 -0.098 0.327
C -0.389 -3.686 -2.577 0.090 0.124 -0.255 -0.719
O -1.586 -3.206 -3.196 0.412 -0.129 0.422 -0.328
C -2.778 -3.812 -2.719 -0.131 0.069 -0.246 -0.682
N 0.164 -4.981 -4.636 -0.058 0.386 0.033 -0.758
H -1.606 -6.342 -3.220 0.127 0.119 0.039 0.275
H -0.077 -7.155 -2.918 -0.081 0.202 -0.024 0.346
H -0.832 -6.208 -1.631 -0.013 0.014 -0.097 0.342
H 1.171 -5.141 -2.810 -0.070 0.145 -0.047 0.413
H 0.367 -2.912 -2.760 -0.131 -0.025 -0.090 0.337
H -0.511 -3.747 -1.489 -0.148 -0.106 -0.014 0.409
H -2.721 -4.054 -1.653 0.032 0.006 -0.055 0.339
H -3.001 -4.708 -3.304 -0.065 -0.105 0.170 0.267
H -3.600 -3.109 -2.871 0.139 0.057 0.052 0.191
H 0.772 -4.218 -4.935 -0.019 -0.217 0.015 0.273
H -0.766 -4.684 -4.947 0.264 -0.196 0.096 0.342
C 6.782 1.794 4.103 -0.222 0.238 -0.078 -1.229
C 6.661 0.340 4.552 0.468 0.095 -0.097 0.575
C 7.657 -0.045 5.671 -0.041 -0.337 -0.146 -0.897
O 8.999 -0.248 5.219 -0.433 0.312 0.355 -0.386
C 9.751 0.945 5.057 0.127 -0.279 -0.222 -0.630
N 6.803 -0.536 3.379 0.195 -0.213 0.203 -0.616
H 7.648 1.968 3.459 -0.053 -0.116 0.112 0.299
H 5.896 2.089 3.528 0.131 -0.098 0.081 0.117
H 6.855 2.466 4.964 0.011 -0.055 -0.077 0.367
H 5.650 0.211 4.956 0.130 -0.095 0.048 0.279
H 7.338 -1.009 6.087 0.136 0.050 -0.116 0.368
H 7.631 0.672 6.499 0.065 0.134 -0.098 0.438
H 9.487 1.704 5.799 -0.078 -0.010 -0.058 0.294
H 9.617 1.335 4.045 0.012 0.231 0.098 0.216
H 10.809 0.698 5.175 -0.101 -0.078 0.056 0.256
H 6.623 -1.499 3.668 -0.079 0.163 -0.113 0.290
H 7.795 -0.543 3.124 -0.330 0.078 0.017 0.287
```
Positions in Å, forces in eV/Å.